(1)
Entry from OMol25: C42H28ClF5O5P2S2Tl as an isolated structure (ωB97M-V/def2-TZVPD).

Geometry (Å):
Tl 1.382 1.012 -0.373
O -0.903 -3.800 -0.821
S -1.012 -2.389 -0.394
C -1.467 -2.464 1.357
C -2.681 -2.958 1.800
C -2.916 -3.074 3.161
C -1.938 -2.708 4.080
C -0.719 -2.218 3.645
C -0.475 -2.109 2.272
P 1.075 -1.413 1.698
C 2.229 -2.553 1.019
C 1.856 -3.876 0.750
C 2.740 -4.704 0.085
C 3.974 -4.218 -0.328
C 4.342 -2.900 -0.074
C 3.471 -2.062 0.588
C 1.766 -0.405 2.995
C 2.945 -0.760 3.653
C 3.415 0.040 4.683
C 2.719 1.184 5.050
C 1.545 1.538 4.393
C 1.068 0.750 3.363
C -2.591 -1.787 -1.027
C -3.398 -2.728 -1.647
C -4.647 -2.345 -2.111
C -5.076 -1.033 -1.950
C -4.246 -0.101 -1.348
C -2.980 -0.459 -0.888
P -1.868 0.787 -0.131
C -1.811 2.097 -1.399
C -1.417 3.379 -1.006
C -1.288 4.395 -1.942
C -1.529 4.136 -3.285
C -1.880 2.857 -3.687
C -2.016 1.839 -2.753
C -2.936 1.471 1.186
C -2.880 0.831 2.425
C -3.690 1.243 3.473
C -4.556 2.313 3.298
C -4.614 2.960 2.072
C -3.812 2.542 1.019
H -3.445 -3.236 1.083
H -3.870 -3.447 3.511
H -2.127 -2.806 5.141
H 0.039 -1.926 4.361
H 0.887 -4.252 1.047
H 2.457 -5.726 -0.128
H 4.652 -4.867 -0.866
H 5.297 -2.526 -0.416
H 3.743 -1.026 0.758
H 3.481 -1.656 3.368
H 4.324 -0.232 5.202
H 3.092 1.804 5.854
H 1.006 2.430 4.683
H 0.153 1.023 2.846
H -3.031 -3.740 -1.762
H -5.285 -3.071 -2.596
H -6.053 -0.733 -2.305
H -4.578 0.925 -1.243
H -1.239 3.597 0.042
H -1.003 5.389 -1.620
H -1.427 4.927 -4.016
H -2.044 2.643 -4.735
H -2.279 0.843 -3.086
H -2.205 -0.006 2.570
H -3.640 0.733 4.427
H -5.184 2.642 4.115
H -5.290 3.794 1.932
H -3.872 3.054 0.068
F 7.027 1.914 -4.842
C 5.802 2.124 -4.410
C 5.531 2.032 -3.046
F 6.512 1.734 -2.201
C 4.256 2.255 -2.600
F 4.036 2.192 -1.288
C 3.193 2.562 -3.478
S 1.593 2.735 -2.956
C 3.517 2.661 -4.850
F 2.573 2.951 -5.725
C 4.795 2.446 -5.313
F 5.076 2.534 -6.605
O 1.765 -1.011 -4.206
Cl 1.676 -1.031 -2.793
O 1.646 -2.356 -2.263
O 2.800 -0.293 -2.204
O 0.459 -0.312 -2.357

- energy relative to the best compared isomer or geometry (same formula, charge and spin) (kJ/mol) = 23.5
- HOMO (spin up / spin down) (eV) = -10.68 / -10.66
- charge = +1
- total energy (eV) = -125281.817
- orbital gap (spin up / spin down) (eV) = 4.90 / 5.86


(2)
Entry from OMol25: a 7-piece molecular cluster, C42H28O14 overall (ωB97M-V/def2-TZVPD).

Geometry (Å):
O -1.857 -4.800 4.264
C -1.721 -4.257 3.154
C -0.580 -4.594 2.278
C -0.609 -4.241 0.988
C -1.723 -3.422 0.442
O -1.684 -2.996 -0.694
C -2.809 -3.022 1.361
C -2.828 -3.403 2.629
H 0.225 -5.199 2.759
H 0.133 -4.527 0.251
H -3.572 -2.355 0.865
H -3.521 -3.111 3.453
O 1.545 -6.239 4.056
C 1.901 -5.833 5.152
C 3.131 -6.255 5.856
C 3.631 -5.579 6.881
C 2.866 -4.386 7.480
O 3.388 -3.638 8.246
C 1.514 -4.187 6.859
C 1.030 -4.886 5.855
H 3.770 -7.005 5.405
H 4.667 -5.747 7.248
H 0.808 -3.416 7.299
H 0.089 -4.696 5.384
O 0.363 5.736 -4.616
C 0.294 4.620 -5.020
C -0.109 4.297 -6.405
C -0.120 3.004 -6.779
C 0.132 1.906 -5.853
O 0.162 0.773 -6.295
C 0.432 2.225 -4.473
C 0.501 3.458 -4.065
H -0.216 5.144 -7.049
H -0.225 2.704 -7.840
H 0.613 1.277 -3.829
H 0.804 3.793 -3.059
O 0.475 -1.280 0.734
C -0.230 -0.319 0.628
C -0.324 0.464 -0.604
C -1.154 1.501 -0.760
C -2.014 1.922 0.321
O -2.854 2.748 0.089
C -1.918 1.206 1.635
C -1.114 0.147 1.703
H 0.401 0.107 -1.359
H -1.079 2.066 -1.666
H -2.564 1.620 2.403
H -0.998 -0.251 2.753
O 1.123 -1.095 -3.558
C 0.400 -1.891 -4.182
C -1.091 -1.960 -3.927
C -1.891 -2.924 -4.423
C -1.340 -3.630 -5.567
O -1.993 -3.978 -6.510
C 0.172 -3.911 -5.548
C 0.988 -2.977 -5.020
H -1.532 -1.204 -3.215
H -2.967 -3.031 -4.278
H 0.384 -4.814 -6.195
H 2.021 -2.990 -5.143
O -3.520 7.754 -1.074
C -2.752 7.146 -0.358
C -1.387 6.644 -0.823
C -0.702 5.750 -0.080
C -1.142 5.300 1.296
O -0.533 4.487 1.972
C -2.453 5.821 1.751
C -3.135 6.729 1.048
H -1.144 6.917 -1.798
H 0.217 5.234 -0.438
H -2.838 5.495 2.717
H -4.096 7.098 1.453
O 1.906 3.424 -0.642
C 2.280 2.595 0.179
C 1.964 2.740 1.624
C 2.272 1.755 2.454
C 2.941 0.454 2.117
O 3.142 -0.436 2.901
C 3.492 0.450 0.725
C 3.059 1.405 -0.198
H 1.365 3.594 1.946
H 2.142 1.776 3.543
H 4.212 -0.270 0.430
H 3.383 1.470 -1.245

- energy relative to the best compared isomer or geometry (same formula, charge and spin) (kJ/mol) = 3.0
- HOMO (eV) = -10.06
- total energy (eV) = -72663.057
- orbital gap (eV) = 8.23
- SMILES = O=C1C=CC(=O)C=C1.O=C1C=CC(=O)C=C1.O=C1C=CC(=O)C=C1.O=C1C=CC(=O)C=C1.O=C1C=CC(=O)C=C1.O=C1C=CC(=O)C=C1.O=C1C=CC(=O)C=C1


(3)
Entry from OMol25: C42H30As2S2Sc as an isolated structure (ωB97M-V/def2-TZVPD).

Geometry (Å):
Sc 0.108 -0.774 -0.736
S -0.461 1.375 -1.432
C 1.308 1.646 -1.518
C 1.741 2.955 -1.259
C 3.067 3.308 -1.377
C 4.016 2.338 -1.697
C 3.618 1.034 -1.896
C 2.265 0.666 -1.844
S 1.889 -1.042 -2.228
H 1.000 3.699 -0.997
H 3.365 4.336 -1.215
H 5.061 2.602 -1.793
H 4.348 0.273 -2.144
C -5.151 -5.661 1.191
C -4.525 -5.795 -0.041
C -3.489 -4.943 -0.393
C -3.093 -3.957 0.502
C -3.721 -3.808 1.733
C -4.752 -4.671 2.077
As -1.626 -2.790 0.095
C -0.026 -3.885 0.005
C 0.681 -4.415 1.078
C 1.844 -5.126 0.834
C 2.303 -5.286 -0.470
C 1.609 -4.746 -1.540
C 0.432 -4.042 -1.309
C -0.399 -3.384 -2.339
C -0.156 -3.387 -3.710
C -0.999 -2.687 -4.554
C -2.084 -1.968 -4.056
C -2.341 -1.956 -2.696
C -1.508 -2.682 -1.841
H -5.958 -6.329 1.459
H -4.844 -6.564 -0.732
H -3.000 -5.048 -1.354
H -3.427 -3.016 2.412
H -5.249 -4.563 3.032
H 0.332 -4.289 2.095
H 2.404 -5.545 1.659
H 3.218 -5.834 -0.651
H 1.989 -4.868 -2.546
H 0.695 -3.918 -4.116
H -0.804 -2.686 -5.618
H -2.723 -1.416 -4.730
H -3.186 -1.403 -2.306
C 4.929 -3.558 2.628
C 4.056 -3.183 3.640
C 3.025 -2.292 3.378
C 2.868 -1.783 2.093
C 3.735 -2.163 1.075
C 4.770 -3.047 1.347
As 1.464 -0.516 1.697
C 0.326 -0.555 3.251
C -0.577 -1.537 3.627
C -1.330 -1.366 4.779
C -1.183 -0.208 5.535
C -0.283 0.776 5.157
C 0.487 0.608 4.010
C 1.510 1.553 3.506
C 1.882 2.749 4.108
C 2.887 3.520 3.541
C 3.526 3.110 2.377
C 3.158 1.922 1.760
C 2.156 1.161 2.331
H 5.736 -4.247 2.839
H 4.183 -3.578 4.640
H 2.354 -1.994 4.174
H 3.599 -1.786 0.069
H 5.451 -3.337 0.558
H -0.690 -2.438 3.036
H -2.028 -2.132 5.093
H -1.776 -0.073 6.430
H -0.180 1.668 5.760
H 1.400 3.082 5.018
H 3.178 4.449 4.015
H 4.311 3.718 1.947
H 3.647 1.602 0.849

- energy relative to the best compared isomer or geometry (same formula, charge and spin) (kJ/mol) = 0.0
- HOMO (eV) = -10.63
- charge = +1
- total energy (eV) = -208086.591
- orbital gap (eV) = 7.64


(4)
Entry from OMol25: C42H30As2S2Sc as an isolated structure (ωB97M-V/def2-TZVPD).

Geometry (Å):
Sc 1.199 0.125 -0.137
S -0.923 -0.986 0.015
C -0.454 -2.633 -0.447
C -1.451 -3.520 -0.848
C -1.138 -4.818 -1.213
C 0.182 -5.252 -1.180
C 1.183 -4.380 -0.782
C 0.873 -3.074 -0.415
S 2.221 -2.001 0.059
H -2.478 -3.179 -0.873
H -1.923 -5.497 -1.519
H 0.430 -6.267 -1.458
H 2.214 -4.709 -0.750
C 0.804 3.398 6.657
C 1.901 3.352 5.810
C 1.807 2.730 4.570
C 0.606 2.151 4.185
C -0.492 2.182 5.039
C -0.395 2.814 6.269
As 0.290 1.261 2.491
C -0.502 2.765 1.543
C -1.858 3.007 1.405
C -2.272 4.118 0.677
C -1.339 4.966 0.092
C 0.021 4.717 0.221
C 0.439 3.608 0.944
C 1.835 3.142 1.061
C 2.981 3.855 0.730
C 4.228 3.257 0.877
C 4.354 1.950 1.336
C 3.220 1.240 1.713
C 1.966 1.840 1.580
H 0.883 3.883 7.620
H 2.837 3.802 6.112
H 2.672 2.712 3.920
H -1.434 1.719 4.764
H -1.253 2.841 6.928
H -2.596 2.346 1.841
H -3.328 4.323 0.560
H -1.674 5.821 -0.479
H 0.735 5.372 -0.264
H 2.914 4.874 0.371
H 5.117 3.822 0.625
H 5.333 1.497 1.428
H 3.311 0.241 2.127
C -0.122 4.974 -5.664
C 1.096 4.423 -5.295
C 1.162 3.489 -4.269
C -0.001 3.105 -3.612
C -1.221 3.669 -3.965
C -1.278 4.594 -4.997
As -0.013 1.792 -2.184
C -0.601 0.219 -3.158
C -1.909 -0.103 -3.473
C -2.176 -1.341 -4.042
C -1.149 -2.254 -4.267
C 0.159 -1.933 -3.947
C 0.436 -0.684 -3.398
C 1.775 -0.205 -3.003
C 2.988 -0.850 -3.263
C 4.177 -0.266 -2.876
C 4.192 0.969 -2.221
C 3.005 1.628 -1.960
C 1.794 1.041 -2.358
H -0.170 5.696 -6.467
H 2.001 4.714 -5.813
H 2.120 3.059 -4.011
H -2.141 3.407 -3.455
H -2.230 5.025 -5.281
H -2.726 0.578 -3.270
H -3.194 -1.605 -4.298
H -1.380 -3.224 -4.685
H 0.947 -2.656 -4.112
H 2.999 -1.809 -3.763
H 5.110 -0.775 -3.080
H 5.134 1.419 -1.936
H 3.012 2.600 -1.486

- energy relative to the best compared isomer or geometry (same formula, charge and spin) (kJ/mol) = 62.4
- HOMO (eV) = -10.01
- charge = +1
- total energy (eV) = -208085.945
- orbital gap (eV) = 6.75


(5)
Entry from OMol25: C42H30Cl5InN5OS2Sb as an isolated structure (ωB97M-V/def2-TZVPD).

Geometry (Å):
In -0.622 -0.113 0.514
N 0.348 -0.888 4.705
C -0.633 -0.701 3.826
N -0.086 -0.507 2.642
C 1.261 -0.593 2.872
N 1.558 -0.823 4.122
C 2.228 -0.423 1.784
C 3.601 -0.527 1.958
N 4.438 -0.357 0.941
C 3.916 -0.075 -0.247
C 2.543 0.029 -0.438
N 1.708 -0.152 0.582
H 0.277 -1.075 5.692
H -1.686 -0.720 4.055
H 4.018 -0.749 2.933
H 4.600 0.072 -1.074
H 2.117 0.257 -1.405
Cl -0.961 -0.432 -2.535
C -2.494 -0.661 -1.738
C -2.522 -0.518 -0.361
C -3.733 -0.695 0.280
Cl -3.777 -0.584 2.012
C -4.904 -0.961 -0.423
Cl -6.408 -1.068 0.389
C -4.838 -1.117 -1.810
Cl -6.263 -1.437 -2.700
C -3.617 -0.989 -2.482
Cl -3.524 -1.227 -4.173
S -0.149 2.356 0.386
Sb -2.253 3.341 0.189
C -3.232 2.704 -1.548
C -4.592 2.412 -1.590
C -5.192 2.109 -2.804
C -4.436 2.089 -3.969
C -3.075 2.365 -3.924
C -2.470 2.677 -2.717
C -3.287 2.943 1.974
C -4.672 3.037 2.074
C -5.294 2.811 3.293
C -4.535 2.528 4.420
C -3.150 2.470 4.328
C -2.524 2.668 3.105
C -1.947 5.392 0.007
C -2.439 6.056 -1.112
C -2.246 7.427 -1.223
C -1.569 8.115 -0.226
C -1.080 7.443 0.889
C -1.268 6.076 1.012
H -5.200 2.419 -0.693
H -6.252 1.890 -2.839
H -4.909 1.854 -4.914
H -2.487 2.346 -4.833
H -1.409 2.898 -2.689
H -5.283 3.307 1.222
H -6.372 2.880 3.366
H -5.023 2.375 5.375
H -2.556 2.301 5.219
H -1.441 2.629 3.038
H -2.967 5.521 -1.893
H -2.625 7.955 -2.088
H -1.420 9.184 -0.316
H -0.553 7.987 1.663
H -0.884 5.557 1.882
O -0.173 -2.259 0.173
S 0.886 -3.206 -0.391
C -0.036 -4.258 -1.491
C -1.417 -4.162 -1.549
C -2.101 -4.984 -2.433
C -1.406 -5.880 -3.234
C -0.020 -5.958 -3.166
C 0.677 -5.136 -2.294
C 1.256 -4.313 0.941
C 2.593 -4.495 1.264
C 2.919 -5.344 2.315
C 1.913 -5.985 3.020
C 0.573 -5.788 2.687
C 0.236 -4.951 1.639
H -1.939 -3.448 -0.924
H -3.181 -4.924 -2.497
H -1.946 -6.520 -3.921
H 0.518 -6.652 -3.799
H 1.761 -5.183 -2.243
H 3.369 -3.985 0.703
H 3.957 -5.507 2.576
H 2.169 -6.652 3.833
H -0.202 -6.302 3.239
H -0.799 -4.797 1.355

- energy relative to the best compared isomer or geometry (same formula, charge and spin) (kJ/mol) = 27.5
- HOMO (eV) = -13.67
- charge = +2
- total energy (eV) = -149520.767
- orbital gap (eV) = 8.09


(6)
Entry from OMol25: C42H31AsClHfNO2P as an isolated structure (ωB97M-V/def2-TZVPD).

Geometry (Å):
Hf -0.533 -0.638 0.860
O 0.651 -0.780 2.547
C 0.169 0.358 2.870
O -1.019 0.562 2.423
C 1.102 1.435 3.213
C 1.181 2.217 4.348
C 2.164 3.197 4.409
C 3.026 3.398 3.342
C 2.914 2.637 2.184
C 1.957 1.633 2.109
P 1.700 0.693 0.547
C 2.989 -0.570 0.412
C 3.977 -0.756 1.373
C 4.941 -1.736 1.175
C 4.919 -2.521 0.030
C 3.926 -2.341 -0.927
C 2.956 -1.372 -0.734
C 2.007 1.954 -0.716
C 2.985 1.810 -1.694
C 3.157 2.816 -2.637
C 2.363 3.953 -2.599
C 1.397 4.103 -1.609
C 1.213 3.105 -0.669
H 0.508 2.054 5.179
H 2.251 3.806 5.299
H 3.787 4.166 3.399
H 3.568 2.825 1.341
H 3.997 -0.138 2.262
H 5.714 -1.879 1.917
H 5.683 -3.271 -0.123
H 3.923 -2.950 -1.822
H 2.196 -1.202 -1.492
H 3.618 0.933 -1.715
H 3.924 2.716 -3.393
H 2.504 4.734 -3.335
H 0.803 5.007 -1.562
H 0.478 3.225 0.121
C -5.554 3.043 -2.997
C -5.656 1.715 -2.605
C -4.658 1.131 -1.838
C -3.565 1.903 -1.480
C -3.455 3.240 -1.850
C -4.455 3.804 -2.625
As -2.088 1.259 -0.328
C -1.032 0.163 -1.592
C -0.162 0.651 -2.565
C 0.463 -0.235 -3.430
C 0.260 -1.609 -3.304
C -0.605 -2.113 -2.348
C -1.283 -1.230 -1.500
C -2.385 -1.578 -0.574
C -3.028 -2.813 -0.489
C -4.093 -2.970 0.384
C -4.518 -1.917 1.194
C -3.898 -0.680 1.116
C -2.844 -0.492 0.217
H -6.340 3.488 -3.592
H -6.517 1.127 -2.891
H -4.747 0.091 -1.547
H -2.603 3.827 -1.530
H -4.380 4.842 -2.922
H -0.021 1.719 -2.679
H 1.109 0.147 -4.210
H 0.761 -2.287 -3.983
H -0.797 -3.179 -2.307
H -2.725 -3.632 -1.129
H -4.605 -3.923 0.428
H -5.354 -2.059 1.867
H -4.265 0.153 1.705
Cl 2.420 -5.438 1.170
C 1.017 -4.595 1.643
C 0.262 -4.989 2.745
C -0.866 -4.255 3.083
C -1.196 -3.142 2.339
N -0.478 -2.767 1.261
C 0.601 -3.488 0.920
H 0.555 -5.850 3.332
H -1.476 -4.544 3.927
H -2.052 -2.530 2.602
H 1.158 -3.174 0.044

- energy relative to the best compared isomer or geometry (same formula, charge and spin) (kJ/mol) = 25.5
- HOMO (eV) = -16.64
- charge = +3
- total energy (eV) = -133576.157
- orbital gap (eV) = 6.87


Which value of energy relative to the best compared isomer or geometry (same formula, charge and spin) does entry 2 give? 3.0 kJ/mol


What is the formula in the fourth record? C42H30As2S2Sc


Among the records above, which one has the highest total energy? C42H28O14